Computed, not measured: C22H26N2O6S in the gas phase, with ωB97M-V/def2-TZVPD.

Each line ends with the natural charge from an NBO analysis.
Positions of all 57 atoms, in Å:
C1 -0.0904 -5.2410 0.6210  -0.250
O1 0.9712 -4.3172 0.6256  -0.509
C2 0.7289 -3.0376 0.2000  0.231
C3 -0.5293 -2.5943 -0.1859  -0.264
C4 -0.7267 -1.2815 -0.5984  -0.157
C5 -2.0630 -0.8054 -1.0257  0.786
O2 -2.2577 0.1732 -1.6985  -0.574
O3 -3.0510 -1.5883 -0.5503  -0.517
C6 -4.3757 -1.2409 -0.9371  -0.168
C7 -4.7570 0.2415 -0.8092  0.678
O4 -5.3883 0.7643 -1.7074  -0.629
N1 -4.4391 0.8903 0.3249  -0.448
C8 -3.8411 0.3383 1.5164  -0.219
C9 -2.4208 0.8918 1.7391  -0.412
C10 -2.2797 2.2416 1.0343  -0.405
C11 -3.5838 3.0188 1.1821  -0.412
C12 -4.6842 2.3307 0.3660  -0.041
C13 -6.0822 2.6271 0.9055  -0.613
C14 0.3305 -0.3819 -0.6149  -0.206
C15 1.5870 -0.8029 -0.2129  0.115
N2 2.6965 0.0374 -0.1882  -0.604
C16 2.7231 1.4015 -0.2538  0.660
O5 1.7421 2.1098 -0.3553  -0.594
C17 4.0757 1.9775 -0.1890  -0.316
C18 4.3597 3.3159 -0.2370  -0.190
C19 5.7370 3.5929 -0.1598  -0.258
C20 6.4897 2.4654 -0.0544  -0.387
S1 5.5333 1.0425 -0.0474  0.425
C21 1.8091 -2.1404 0.1757  0.303
O6 3.1025 -2.4142 0.5324  -0.528
C22 3.5984 -3.7364 0.4993  -0.238
H1 0.3419 -6.1779 0.9695  0.201
H2 -0.4979 -5.3827 -0.3845  0.180
H3 -0.8915 -4.9378 1.3019  0.180
H4 -1.3742 -3.2610 -0.1738  0.236
H5 -5.0345 -1.8561 -0.3182  0.209
H6 -4.5279 -1.4952 -1.9916  0.222
H7 -3.8290 -0.7493 1.4689  0.220
H8 -4.4800 0.6252 2.3602  0.191
H9 -2.2524 1.0071 2.8116  0.204
H10 -1.6709 0.1975 1.3595  0.211
H11 -1.4404 2.7969 1.4524  0.218
H12 -2.0804 2.0830 -0.0268  0.222
H13 -3.8646 3.0634 2.2374  0.189
H14 -3.4648 4.0418 0.8257  0.221
H15 -4.6354 2.6661 -0.6753  0.235
H16 -6.1989 2.2418 1.9169  0.194
H17 -6.2506 3.7005 0.9218  0.211
H18 -6.8278 2.1654 0.2638  0.226
H19 0.1694 0.6370 -0.9245  0.275
H20 3.5629 -0.4531 -0.0026  0.418
H21 3.5887 4.0592 -0.3261  0.246
H22 6.1519 4.5844 -0.1820  0.230
H23 7.5558 2.3791 0.0197  0.239
H24 3.3539 -4.2308 -0.4428  0.182
H25 4.6803 -3.6347 0.5874  0.189
H26 3.2178 -4.3316 1.3303  0.193

Multiplicity ... 1
Frontier orbital gap ... 8.7 eV
M ... 446.53 g mol⁻¹
Charge ... 0

Computed, not measured: an isolated ion of composition C7H9N2O2 and charge -1 in a non-equilibrium geometry, with ωB97M-V/def2-TZVPD.

Each line ends with the natural charge from an NBO analysis.
Positions of all 20 atoms, in Å:
C1 1.4792 1.3958 1.1864  0.030
N1 1.7180 1.0129 0.0484  -0.445
C2 2.3152 -0.1842 -0.3725  0.581
O1 3.3635 -0.0634 -1.0525  -0.713
C3 1.7620 -1.4189 -0.0590  -0.628
C4 0.4481 -1.6169 0.4791  0.607
O2 -0.0410 -2.6579 0.8394  -0.686
N2 -0.2203 -0.3782 0.7901  -0.467
C5 -1.1730 -0.0440 0.0051  0.287
C6 -1.9401 1.2012 0.2738  -0.662
C7 -1.5662 -0.8063 -1.3607  -0.684
H1 0.8975 2.2567 1.2339  0.126
H2 1.8495 1.1590 2.2278  0.131
H3 2.3626 -2.2438 -0.1558  0.210
H4 -2.3420 1.3414 1.3852  0.224
H5 -2.8856 1.3311 -0.2955  0.203
H6 -1.2144 2.2290 0.0057  0.222
H7 -2.6384 -0.7307 -1.5289  0.206
H8 -1.0305 -1.7406 -1.4188  0.250
H9 -1.1439 -0.0421 -2.2312  0.207

Multiplicity ... 1
Frontier orbital gap ... 6.8 eV
M ... 153.16 g mol⁻¹
Charge ... -1

Computed, not measured: C2H3N5O in the gas phase in a non-equilibrium geometry, with ωB97M-V/def2-TZVPD.

Each line ends with the natural charge from an NBO analysis.
Positions of all 11 atoms, in Å:
H1 -3.3253 -0.9534 -0.0723  0.365
N1 -2.8755 0.0466 -0.1504  -0.638
C1 -1.5280 0.1076 -0.0764  0.231
N2 -0.6408 -0.9986 0.3141  -0.522
C2 0.5404 -0.5517 0.0335  0.657
N3 1.1502 0.8412 0.0151  -0.501
N4 2.4813 0.6801 -0.0173  0.003
N5 2.7620 -0.5112 -0.0613  0.112
O1 1.6853 -1.2781 -0.1727  -0.293
H2 -0.8914 1.0353 -0.3663  0.148
H3 0.6416 1.5822 0.5541  0.439

Multiplicity ... 1
Frontier orbital gap ... 10.0 eV
M ... 113.08 g mol⁻¹
Charge ... 0

Computed, not measured: a 11-piece molecular cluster, C68H165N11O18 overall in a non-equilibrium geometry, with ωB97M-V/def2-TZVPD.

Each line ends with the Mulliken charge.
Positions of all 262 atoms, in Å:
C1 -11.3314 -10.1449 -4.7267  -1.814
C2 -10.8683 -9.8349 -3.2688  1.854
C3 -9.9437 -10.9545 -2.7919  -2.167
C4 -10.0478 -8.5545 -3.2980  -1.394
C5 -10.8764 -7.3102 -3.7665  -0.676
C6 -12.0186 -7.0877 -2.7559  -1.122
C7 -12.8387 -8.3775 -2.5650  1.492
C8 -13.6354 -8.1741 -1.2424  -1.844
C9 -13.8282 -8.4846 -3.7541  -1.700
N1 -12.0705 -9.6312 -2.3913  0.339
O1 -12.9326 -10.7376 -2.1628  -0.450
H1 -12.2313 -10.7496 -4.8388  0.339
H2 -11.4413 -9.3078 -5.4161  0.303
H3 -10.6283 -10.8382 -5.1883  0.459
H4 -9.6406 -10.7677 -1.7617  0.429
H5 -10.4247 -11.9122 -2.9904  0.535
H6 -9.0763 -10.9564 -3.4520  0.435
H7 -9.6382 -8.4249 -2.2962  0.449
H8 -9.1708 -8.7284 -3.9214  0.432
H9 -10.1401 -6.5105 -3.6857  0.390
H10 -11.2911 -7.2395 -4.7720  0.330
H11 -12.6292 -6.2933 -3.1852  0.342
H12 -11.6368 -6.7090 -1.8078  0.435
H13 -14.4071 -7.4095 -1.3326  0.405
H14 -13.0505 -7.9797 -0.3434  0.385
H15 -14.3090 -9.0061 -1.0372  0.429
H16 -13.3081 -8.2687 -4.6873  0.326
H17 -14.7195 -7.8686 -3.6340  0.426
H18 -14.2585 -9.4734 -3.9129  0.316
H19 -12.4915 -11.2429 -1.4760  0.307
C10 -26.5621 -4.0145 -7.6433  -2.034
C11 -26.5406 -3.9018 -6.1373  1.409
C12 -25.4043 -2.7919 -5.8653  -1.673
C13 -27.9553 -3.3801 -5.7687  -1.061
C14 -28.2267 -3.3287 -4.3050  -0.705
C15 -27.9070 -4.6982 -3.6065  -1.164
C16 -26.5846 -5.3841 -3.9827  1.747
C17 -25.4791 -4.9045 -3.0955  -1.836
C18 -26.7645 -6.9086 -3.7701  -1.944
N2 -26.2909 -5.1653 -5.4540  0.357
O2 -25.1169 -5.8231 -5.9028  -0.475
H20 -26.8247 -3.1196 -8.2075  0.386
H21 -25.5568 -4.2738 -7.9754  0.441
H22 -27.1287 -4.9031 -7.9218  0.457
H23 -25.6098 -2.3093 -4.9098  0.329
H24 -24.4251 -3.2707 -5.8606  0.330
H25 -25.4198 -1.9358 -6.5398  0.465
H26 -28.0916 -2.3596 -6.1269  0.358
H27 -28.7097 -4.0332 -6.2071  0.396
H28 -27.6629 -2.5140 -3.8505  0.338
H29 -29.2884 -3.1283 -4.1613  0.370
H30 -28.7121 -5.4207 -3.7400  0.417
H31 -27.9978 -4.3959 -2.5632  0.304
H32 -25.5165 -3.8165 -3.0402  0.385
H33 -24.5087 -5.1169 -3.5442  0.337
H34 -25.5310 -5.2063 -2.0494  0.447
H35 -25.8565 -7.4627 -4.0077  0.394
H36 -27.6059 -7.2447 -4.3761  0.474
H37 -27.1227 -7.1872 -2.7791  0.410
H38 -25.4662 -6.5426 -6.4337  0.340
C19 -19.2154 -12.1813 -0.0902  -0.667
O3 -20.1664 -11.6808 -1.0164  -0.275
C20 -19.8701 -10.4721 -1.7316  -0.897
C21 -20.9153 -9.9968 -2.7364  0.654
C22 -21.3421 -11.2024 -3.5096  -1.367
N3 -20.3130 -8.9933 -3.5662  -0.732
H39 -18.2821 -12.3573 -0.6249  0.287
H40 -19.5658 -13.1097 0.3609  0.198
H41 -19.0780 -11.4776 0.7308  0.282
H42 -19.6836 -9.6914 -0.9942  0.406
H43 -18.9141 -10.6700 -2.2163  0.426
H44 -21.8270 -9.6921 -2.2225  0.163
H45 -21.9309 -10.9059 -4.3777  0.388
H46 -22.0401 -11.7692 -2.8934  0.327
H47 -20.5308 -11.8612 -3.8192  0.277
H48 -19.9800 -8.2247 -3.0019  0.253
H49 -21.1095 -8.6634 -4.0923  0.277
C23 -15.2528 -14.3263 12.7251  -0.756
O4 -15.7942 -14.2741 11.3889  -0.337
C24 -15.6109 -15.4105 10.5493  -0.676
C25 -15.6131 -14.9826 9.0041  0.341
C26 -17.0409 -14.5031 8.4823  -1.297
N4 -15.2161 -16.1832 8.3160  -0.719
H50 -14.1638 -14.3064 12.6827  0.312
H51 -15.6147 -15.1470 13.3445  0.296
H52 -15.4727 -13.4333 13.3100  0.268
H53 -14.6739 -15.8830 10.8441  0.419
H54 -16.4358 -16.0986 10.7338  0.270
H55 -14.7750 -14.2986 8.8710  0.345
H56 -17.8656 -15.1799 8.7060  0.284
H57 -16.9532 -14.3433 7.4076  0.383
H58 -17.1978 -13.5088 8.9005  0.330
H59 -15.6964 -17.0083 8.6454  0.267
H60 -14.2723 -16.3279 8.6453  0.270
C27 -21.9455 -17.2776 3.3762  -0.745
O5 -21.8723 -18.0988 2.2396  -0.329
C28 -22.5676 -17.4666 1.1758  -0.351
C29 -22.6371 -18.2613 -0.1319  -0.890
N5 -21.5241 -19.1261 -0.4460  -0.393
C30 -20.2109 -18.5107 -0.4796  -0.683
C31 -19.1108 -19.2680 -1.3090  -0.716
O6 -18.8102 -20.3228 -0.4079  -0.308
C32 -18.2000 -21.4577 -1.0711  -0.718
H61 -21.3017 -16.4145 3.2068  0.303
H62 -21.5212 -17.8080 4.2287  0.254
H63 -22.9626 -16.9752 3.6254  0.302
H64 -22.1565 -16.4854 0.9381  0.304
H65 -23.6023 -17.1627 1.3340  0.475
H66 -22.7977 -17.6657 -1.0305  0.392
H67 -23.5220 -18.8960 -0.0851  0.348
H68 -21.2846 -19.7290 0.3280  0.285
H69 -19.7772 -18.1932 0.4687  0.287
H70 -20.3747 -17.5011 -0.8566  0.586
H71 -18.1724 -18.7492 -1.5050  0.379
H72 -19.4376 -19.6167 -2.2886  0.402
H73 -18.2992 -22.3962 -0.5256  0.237
H74 -17.1415 -21.2069 -1.1390  0.264
H75 -18.6986 -21.6162 -2.0274  0.317
C33 -12.4562 -0.6573 -0.1830  -0.727
O7 -13.2051 -1.2283 -1.2226  -0.245
C34 -13.8051 -0.2069 -2.0065  -0.742
C35 -14.8420 -0.7075 -3.0458  -0.632
N6 -16.0669 -1.0447 -2.3117  -0.383
C36 -16.9236 -1.8369 -3.1077  -0.612
C37 -18.1847 -2.2584 -2.3074  -0.686
O8 -17.9699 -3.3850 -1.4208  -0.281
C38 -17.7376 -3.1828 -0.0511  -0.583
H76 -11.7180 0.0110 -0.6263  0.307
H77 -12.0119 -1.4911 0.3604  0.227
H78 -13.0288 -0.0879 0.5491  0.301
H79 -12.9223 0.2423 -2.4615  0.424
H80 -14.3373 0.3997 -1.2737  0.370
H81 -14.3183 -1.4968 -3.5852  0.310
H82 -15.1328 0.0590 -3.7641  0.502
H83 -15.6134 -1.6749 -1.6656  0.185
H84 -16.4033 -2.7146 -3.4911  0.357
H85 -17.1496 -1.2967 -4.0270  0.516
H86 -18.8328 -2.6703 -3.0810  0.321
H87 -18.5967 -1.3760 -1.8178  0.356
H88 -17.8429 -4.1265 0.4840  0.221
H89 -18.4959 -2.4954 0.3239  0.298
H90 -16.7894 -2.6553 0.0531  0.191
C39 -12.7964 1.7704 -8.4752  -0.775
O9 -14.1263 1.2612 -8.5094  -0.277
C40 -15.0317 2.3989 -8.2995  -0.614
C41 -16.3568 1.9805 -9.0563  -0.661
N7 -17.0068 0.8393 -8.4483  -0.371
C42 -18.1481 0.4853 -9.2962  -0.595
C43 -18.8121 -0.7997 -8.9190  -0.672
O10 -18.0797 -1.9791 -8.9989  -0.313
C44 -18.8067 -3.1423 -8.5802  -0.686
H91 -12.5512 2.6431 -9.0804  0.299
H92 -12.1251 0.9615 -8.7637  0.243
H93 -12.6765 1.9560 -7.4078  0.315
H94 -14.6717 3.2941 -8.8065  0.400
H95 -15.1376 2.7235 -7.2643  0.382
H96 -16.0144 1.7019 -10.0529  0.343
H97 -16.9266 2.9006 -9.1866  0.399
H98 -16.4217 0.0163 -8.4235  0.289
H99 -17.8339 0.2510 -10.3133  0.349
H100 -18.9223 1.2504 -9.3539  0.323
H101 -19.5979 -0.9678 -9.6555  0.408
H102 -19.3454 -0.7092 -7.9728  0.400
H103 -19.6825 -3.2298 -9.2232  0.308
H104 -19.1503 -3.1048 -7.5465  0.266
H105 -18.1513 -3.9981 -8.7420  0.243
C45 -19.9386 -2.1796 7.0234  -0.734
O11 -20.5402 -3.3590 6.5660  -0.280
C46 -19.6909 -4.2890 5.9785  -0.419
C47 -20.6330 -5.4732 5.7002  -0.609
N8 -19.9482 -6.7356 5.4989  -0.291
C48 -20.8175 -7.9439 5.4589  -0.630
C49 -21.8269 -7.9072 4.2598  -0.385
O12 -22.5704 -9.0834 4.3825  -0.320
C50 -23.3534 -9.3248 3.2472  -0.715
H106 -20.5822 -1.6546 7.7294  0.246
H107 -19.6971 -1.4661 6.2356  0.281
H108 -18.9972 -2.4037 7.5250  0.303
H109 -18.9654 -4.5685 6.7425  0.359
H110 -19.2178 -3.8817 5.0850  0.308
H111 -21.1483 -5.1817 4.7850  0.183
H112 -21.4146 -5.4976 6.4596  0.331
H113 -19.2013 -6.9645 6.1391  0.243
H114 -21.4369 -7.8653 6.3523  0.307
H115 -20.2396 -8.8674 5.4944  0.379
H116 -21.2463 -7.8662 3.3382  0.324
H117 -22.4709 -7.0403 4.4076  0.278
H118 -22.8282 -9.1949 2.3010  0.299
H119 -24.2790 -8.7659 3.3845  0.275
H120 -23.6861 -10.3627 3.2325  0.267
C51 -25.6859 -14.5745 -10.7855  -0.814
O13 -26.6474 -14.1329 -11.6897  -0.302
C52 -27.3139 -15.2268 -12.2810  -0.384
C53 -28.2829 -14.7229 -13.3394  -0.784
N9 -28.7342 -15.7810 -14.2029  -0.164
C54 -29.8846 -15.3816 -15.0540  -0.586
C55 -30.2148 -16.6448 -15.9303  -0.614
O14 -30.9604 -17.5384 -15.0724  -0.308
C56 -31.5334 -18.5982 -15.7512  -0.770
H121 -24.9826 -13.7783 -10.5413  0.295
H122 -24.9365 -15.2805 -11.1434  0.329
H123 -26.1380 -15.0678 -9.9250  0.314
H124 -27.8848 -15.7238 -11.4966  0.278
H125 -26.5482 -15.9413 -12.5833  0.329
H126 -27.8880 -13.7828 -13.7248  0.316
H127 -29.1717 -14.3205 -12.8534  0.304
H128 -27.9104 -16.0862 -14.7013  0.236
H129 -29.6915 -14.5785 -15.7652  0.367
H130 -30.7077 -15.0563 -14.4178  0.333
H131 -29.3978 -17.1686 -16.4265  0.357
H132 -30.8275 -16.3839 -16.7932  0.424
H133 -31.5096 -19.4241 -15.0402  0.248
H134 -30.9391 -18.9219 -16.6056  0.338
H135 -32.5116 -18.3172 -16.1414  0.260
C57 -9.1220 -17.1535 -1.5847  -0.763
O15 -9.9098 -16.6240 -0.5228  -0.309
C58 -11.2898 -16.4977 -0.9008  -0.580
C59 -12.0794 -16.0840 0.3419  -0.676
N10 -11.7557 -14.7665 0.8712  -0.233
C60 -12.1900 -14.5053 2.2132  -0.763
C61 -11.5334 -13.1779 2.7184  -0.489
O16 -10.1466 -13.3828 2.8886  -0.333
C62 -9.4589 -12.1594 3.0178  -0.771
H136 -9.4024 -18.1910 -1.7663  0.298
H137 -8.0728 -17.1853 -1.2911  0.255
H138 -9.1307 -16.5948 -2.5205  0.297
H139 -11.6323 -17.4178 -1.3743  0.487
H140 -11.3213 -15.6929 -1.6352  0.276
H141 -11.7848 -16.7732 1.1333  0.349
H142 -13.1167 -16.1146 0.0083  0.366
H143 -10.7519 -14.7532 0.9817  0.230
H144 -11.9248 -15.2702 2.9431  0.360
H145 -13.2735 -14.4143 2.1369  0.444
H146 -12.1284 -12.9692 3.6075  0.394
H147 -11.5890 -12.3747 1.9836  0.278
H148 -8.4440 -12.4264 3.3121  0.288
H149 -9.8274 -11.4634 3.7713  0.328
H150 -9.2534 -11.5436 2.1422  0.275
C63 -17.0985 -15.2740 -6.2723  -0.675
O17 -17.5652 -16.3013 -7.1135  -0.321
C64 -18.4588 -15.8355 -8.2123  -0.732
C65 -18.3023 -16.8195 -9.4412  -0.482
N11 -16.9925 -16.5851 -10.0722  -0.362
C66 -16.7888 -17.4530 -11.2016  -0.629
C67 -17.6934 -17.0858 -12.4059  -0.321
O18 -17.7007 -18.1403 -13.3164  -0.317
C68 -18.5226 -18.1120 -14.4159  -0.748
H151 -16.5336 -15.7574 -5.4752  0.230
H152 -17.9737 -14.8054 -5.8222  0.264
H153 -16.4421 -14.6234 -6.8501  0.306
H154 -18.2085 -14.8284 -8.5457  0.377
H155 -19.5006 -15.7930 -7.8944  0.398
H156 -19.0497 -16.5194 -10.1758  0.358
H157 -18.4526 -17.8549 -9.1356  0.332
H158 -16.3843 -16.8976 -9.3289  0.241
H159 -16.7882 -18.5150 -10.9564  0.393
H160 -15.7841 -17.2487 -11.5716  0.283
H161 -17.3256 -16.1423 -12.8089  0.279
H162 -18.7456 -16.9123 -12.1802  0.260
H163 -18.5642 -19.0478 -14.9733  0.252
H164 -18.0179 -17.3879 -15.0556  0.307
H165 -19.5464 -17.7519 -14.3151  0.307

Multiplicity ... 1
Frontier orbital gap ... 8.1 eV
M ... 1425.13 g mol⁻¹
Charge ... 0